{
  "formula": "C45H40I2N3OP2Ti",
  "method": "ωB97M-V with the def2-TZVPD basis set",
  "charge": 1,
  "e_homo_ev": -9.9,
  "e_tot_ev": -111719.5213,
  "gap_ev": 6.4,
  "multiplicity": 1,
  "elements": ["Ti", "I", "C", "C", "C", "I", "C", "O", "C", "C", "N", "C", "C", "C", "C", "C", "C", "N", "C", "H", "H", "H", "H", "H", "H", "H", "H", "H", "H", "H", "C", "C", "P", "C", "C", "C", "C", "C", "C", "C", "C", "C", "C", "C", "C", "P", "C", "C", "C", "C", "C", "C", "C", "C", "C", "C", "C", "C", "H", "H", "H", "H", "H", "H", "H", "H", "H", "H", "H", "H", "H", "H", "H", "H", "H", "H", "H", "H", "H", "H", "H", "H", "N", "C", "C", "C", "C", "C", "C", "H", "H", "H", "H", "H"],
  "xyz": [[16.942, 12.726, 13.590], [22.987, 15.219, 16.489], [21.691, 14.333, 15.206], [21.617, 14.786, 13.882], [20.591, 14.242, 13.130], [20.614, 14.834, 11.130], [19.583, 13.345, 13.632], [18.618, 12.889, 12.800], [19.652, 12.988, 14.965], [18.668, 12.035, 15.602], [17.260, 12.501, 15.648], [17.117, 13.815, 16.355], [16.055, 14.663, 15.696], [15.338, 15.767, 16.302], [14.582, 16.612, 15.473], [14.578, 16.345, 14.096], [15.229, 15.316, 13.562], [15.957, 14.439, 14.343], [20.813, 13.393, 15.656], [22.311, 15.535, 13.501], [18.981, 11.830, 16.641], [18.790, 11.056, 15.082], [16.650, 11.805, 16.124], [18.114, 14.312, 16.292], [16.894, 13.600, 17.399], [15.187, 15.793, 17.397], [14.133, 17.544, 15.904], [14.089, 17.088, 13.419], [14.995, 15.008, 12.508], [20.899, 13.015, 16.653], [12.001, 14.193, 11.544], [12.780, 13.895, 10.258], [14.540, 13.254, 10.367], [14.386, 11.568, 9.859], [13.142, 10.932, 9.879], [13.080, 9.592, 9.393], [14.277, 8.926, 9.164], [15.525, 9.567, 9.278], [15.586, 10.897, 9.594], [15.313, 14.083, 8.955], [16.067, 13.439, 7.911], [16.862, 14.184, 7.034], [16.781, 15.593, 7.100], [15.849, 16.197, 7.902], [15.208, 15.481, 8.926], [11.354, 12.809, 12.548], [10.740, 13.491, 14.066], [10.695, 12.673, 15.206], [10.194, 13.185, 16.416], [9.710, 14.478, 16.497], [9.680, 15.201, 15.307], [10.212, 14.744, 14.118], [9.731, 12.435, 11.769], [9.489, 11.182, 11.318], [8.387, 10.877, 10.548], [7.675, 11.908, 9.983], [8.001, 13.218, 10.325], [8.881, 13.459, 11.326], [11.214, 14.915, 11.251], [12.628, 14.762, 12.244], [12.844, 14.854, 9.712], [12.114, 13.290, 9.616], [12.323, 11.464, 10.264], [12.068, 9.185, 9.233], [14.323, 7.875, 8.921], [16.478, 9.055, 9.207], [16.533, 11.409, 9.766], [15.888, 12.396, 7.754], [17.516, 13.679, 6.306], [17.471, 16.107, 6.468], [15.594, 17.219, 7.765], [14.616, 16.035, 9.662], [11.148, 11.700, 15.232], [10.265, 12.578, 17.366], [9.367, 14.976, 17.423], [9.179, 16.181, 15.247], [10.290, 15.319, 13.243], [10.051, 10.372, 11.743], [8.111, 9.839, 10.446], [6.823, 11.730, 9.324], [7.427, 14.003, 9.868], [9.007, 14.458, 11.816], [16.127, 11.261, 13.101], [15.624, 9.998, 13.295], [14.221, 9.823, 13.300], [13.631, 8.574, 13.608], [14.442, 7.460, 13.681], [15.832, 7.594, 13.475], [16.434, 8.841, 13.245], [13.586, 10.740, 13.199], [12.514, 8.463, 13.717], [13.990, 6.446, 13.881], [16.484, 6.789, 13.652], [17.495, 8.926, 12.948]]
}